# 1
{
  "formula": "C41H85F4NO12S2",
  "method": "wB97M-V/def2-TZVPD",
  "elements": ["H", "C", "C", "H", "S", "H", "H", "H", "C", "H", "O", "H", "O", "C", "C", "H", "C", "C", "H", "H", "C", "H", "C", "C", "H", "C", "H", "H", "C", "H", "C", "H", "H", "H", "H", "C", "H", "H", "H", "H", "H", "O", "C", "C", "H", "H", "H", "F", "H", "H", "C", "H", "H", "H", "C", "H", "H", "H", "F", "O", "H", "H", "H", "H", "H", "H", "H", "C", "H", "C", "H", "C", "H", "S", "H", "C", "H", "H", "H", "O", "C", "H", "H", "H", "H", "H", "H", "H", "H", "O", "C", "C", "H", "C", "H", "H", "H", "O", "H", "H", "H", "C", "H", "C", "C", "O", "H", "H", "H", "O", "C", "O", "H", "C", "H", "C", "H", "H", "F", "H", "C", "C", "C", "H", "H", "C", "C", "H", "H", "H", "H", "H", "H", "C", "H", "H", "C", "O", "C", "F", "O", "H", "H", "N", "C"],
  "positions_angstrom": [[-5.091, -4.075, -5.718], [5.719, -3.056, 1.863], [0.953, -1.628, -0.492], [-5.605, -5.069, -2.063], [-0.584, -1.979, -1.447], [-4.957, -1.780, -6.630], [-8.799, -3.790, -4.174], [12.433, -1.672, 4.032], [5.667, 6.588, 1.838], [-4.011, -8.056, -3.665], [3.794, 1.102, -1.217], [8.874, 6.503, 1.615], [-4.090, -6.287, -1.522], [3.748, 0.230, -0.490], [-3.808, 3.186, -2.400], [2.558, -3.302, 1.047], [3.107, -2.923, 0.172], [3.761, -0.720, 1.555], [-4.812, -3.337, 0.888], [3.532, 1.732, 2.752], [-2.347, -1.554, 2.064], [4.826, 5.914, 1.668], [-6.187, 9.966, -1.800], [-6.159, 8.483, -2.127], [-8.431, -3.169, -7.152], [7.853, 4.580, 1.635], [-7.610, 6.241, -0.175], [-1.673, -1.835, 2.887], [4.159, -1.829, 0.538], [-6.651, 10.524, -2.614], [-5.707, -2.033, -5.878], [-7.106, 2.969, -2.539], [-2.529, 4.529, -1.297], [3.184, -2.216, 3.049], [-9.061, -4.669, -6.480], [2.040, -0.759, 4.781], [-8.191, 7.889, -0.382], [-2.211, -0.475, 1.914], [-7.491, 4.612, -1.987], [2.562, -2.244, -1.875], [-6.287, 3.357, -0.229], [3.092, 0.228, 0.729], [-3.498, -7.572, -1.605], [11.836, -1.492, 3.136], [-2.840, -3.762, -0.361], [5.252, -2.600, 2.746], [5.223, 1.988, 3.170], [1.970, 0.203, 5.675], [-9.955, -3.153, -6.265], [-2.425, 4.703, -3.059], [-1.928, -1.543, -0.312], [8.965, -0.271, 2.383], [-6.346, -3.825, -6.914], [4.364, -4.769, 1.825], [-3.104, 4.522, -2.224], [10.093, -0.116, 4.666], [1.200, -0.590, -0.715], [-7.330, -6.810, -2.364], [2.578, -1.814, 5.371], [4.310, -0.987, -0.622], [-5.118, -6.189, -3.317], [-6.626, -6.900, -0.737], [8.024, 0.681, 3.531], [5.838, -4.971, 2.808], [-7.170, 8.107, -2.320], [6.802, -2.951, 2.012], [-1.894, -4.397, 0.958], [2.856, -1.240, 2.671], [1.589, -3.520, -1.192], [-8.227, -3.348, -4.992], [-6.594, -1.430, -6.078], [10.577, -2.342, 3.157], [5.178, -0.356, 3.162], [-2.980, -0.391, -0.751], [-5.592, 8.332, -3.047], [-6.679, 3.932, -2.251], [-5.332, 4.730, -0.752], [9.712, 5.218, 0.748], [-6.749, 10.175, -0.888], [-6.941, -3.941, -4.934], [-3.959, -3.760, 1.446], [-5.173, 10.343, -1.652], [1.835, -1.386, 2.294], [6.224, 6.660, 0.903], [4.729, 2.126, 1.449], [7.354, 6.774, 3.187], [-2.646, -8.964, -3.013], [-2.453, -7.260, -3.467], [3.691, -3.778, -0.187], [7.035, 4.771, 2.776], [8.408, -0.319, 3.320], [-6.086, 7.730, 0.160], [-6.174, 4.342, -3.127], [-3.134, -7.988, -3.020], [-5.988, 8.733, 0.589], [-7.897, 7.272, 1.242], [-6.172, -8.077, -1.964], [5.433, -2.399, 0.630], [5.970, -5.054, 1.035], [-5.474, 7.070, 0.775], [-4.353, 3.152, -3.350], [-2.623, -3.613, 0.706], [5.278, 7.580, 2.073], [-7.530, 7.258, 0.214], [9.108, 5.438, 1.629], [2.784, -0.311, 3.772], [10.860, -3.395, 3.184], [-3.918, -1.300, 3.504], [-4.149, -4.834, 1.565], [-4.673, 2.854, -1.326], [4.553, 1.602, 2.391], [9.761, -2.126, 4.295], [7.271, 4.735, 0.720], [-8.959, -3.597, -6.299], [11.609, -0.426, 3.102], [-6.421, -7.027, -1.802], [-4.146, -8.319, -1.133], [-3.060, 2.393, -2.445], [0.796, -1.037, 4.435], [8.665, -0.832, 5.382], [2.098, -2.575, -0.942], [5.441, -4.577, 1.865], [-5.730, 3.761, -1.076], [9.996, -2.200, 2.240], [-5.329, -1.746, -4.895], [-5.300, -6.101, -2.241], [4.924, 0.122, 2.206], [0.713, -1.808, 0.561], [-2.589, -7.525, -1.003], [7.563, -0.991, 3.163], [-4.550, -1.353, 1.842], [5.930, 6.033, 3.888], [8.142, 3.528, 1.642], [9.267, -0.809, 4.472], [-8.159, -2.276, -4.780], [12.439, -1.731, 2.258], [-3.790, -1.768, 2.518], [-3.963, -3.172, 2.744], [6.532, 6.080, 2.980], [6.066, 0.118, 1.419], [-5.522, 7.691, -1.140], [9.705, 5.245, 2.523], [-3.809, 5.355, -2.179], [-1.946, -2.302, 0.866], [-6.010, -3.521, -5.917]],
  "energy_ev": -102492.07914,
  "gap_ev": 8.1,
  "smiles": "CCO[C@]1(CCCSC(=S)N2CCOCC2)OC(=O)O[C@]1(COC(F)(F)F)[C@H](C)F.CCOCC.CCOCC.CCOCC.CCOCC.CCOCC.CCOCC",
  "lumo_energy_ev": -0.035
}


# 2
{
  "formula": "C23H27MnN5O4S",
  "method": "wB97M-V/def2-TZVPD",
  "elements": ["H", "N", "C", "N", "H", "C", "C", "C", "N", "O", "H", "C", "C", "H", "C", "C", "H", "C", "H", "H", "N", "C", "C", "S", "H", "O", "C", "H", "C", "H", "C", "C", "Mn", "C", "H", "H", "C", "H", "H", "H", "N", "H", "C", "C", "C", "H", "C", "H", "H", "C", "H", "H", "H", "C", "H", "H", "O", "O", "H", "H", "H"],
  "positions_angstrom": [[0.974, -1.213, -5.543], [0.313, 2.425, -0.298], [1.609, -1.896, -1.771], [0.729, 1.087, 1.882], [-0.028, 6.271, -0.426], [-2.847, -0.388, 5.405], [0.000, 4.449, -1.528], [0.357, 5.266, 2.089], [-0.855, -0.833, -0.860], [-1.663, -0.562, 0.193], [0.631, 5.109, 4.181], [0.132, -2.159, -3.800], [-0.555, -0.175, 3.886], [-2.280, -2.877, -0.277], [0.394, 3.164, 0.857], [0.070, 5.191, -0.389], [3.670, -2.357, -2.201], [-1.780, 0.145, 3.313], [-1.559, -1.037, 6.996], [-2.531, -3.172, -2.000], [1.801, -0.956, -0.914], [0.273, 4.560, 0.859], [0.563, 4.573, 3.242], [0.921, -0.086, 2.931], [-2.047, -1.897, -3.748], [0.986, -1.252, 2.058], [-2.927, 0.039, 4.087], [2.491, -3.388, -3.045], [-1.157, -1.406, -4.142], [0.509, -0.824, 5.634], [0.125, 3.047, -1.432], [-0.825, -1.939, -1.478], [0.217, 0.283, 0.184], [0.701, 3.161, 3.250], [-3.887, 0.288, 3.653], [-1.210, -3.995, -1.165], [1.273, -1.419, -4.515], [-1.129, -0.386, -3.755], [1.479, -0.464, -4.027], [-3.748, -0.467, 6.001], [0.323, -2.106, -2.311], [0.259, 6.345, 2.093], [-1.772, -3.062, -1.223], [-1.617, -0.709, 5.965], [-0.460, -0.601, 5.209], [2.771, -3.585, -1.321], [0.619, 2.456, 2.083], [0.926, -4.166, -4.089], [-1.840, 0.455, 2.279], [0.018, -3.601, -4.290], [3.020, -0.511, 0.446], [0.063, 2.426, -2.319], [-1.253, -1.363, -5.228], [2.707, -2.852, -2.130], [-0.815, -4.105, -3.793], [2.201, -1.988, -4.560], [1.985, 0.143, 3.869], [3.105, -1.003, -0.383], [-0.155, 4.907, -2.495], [0.889, 2.638, 4.179], [-0.164, -3.626, -5.368]],
  "de_lowest_kcal_mol": 0.0,
  "s_squared": 3.80,
  "energy_ev": -82082.69933,
  "gap_ev": [7.7, 6.6],
  "multiplicity": 4,
  "lumo_energy_ev": [0.008, -0.081]
}


# 3
{
  "formula": "C5H11NO2",
  "method": "wB97M-V/def2-TZVPD",
  "elements": ["H", "H", "C", "H", "H", "C", "H", "H", "C", "H", "N", "H", "H", "H", "H", "C", "C", "O", "O"],
  "positions_angstrom": [[-0.131, -1.265, 0.925], [0.272, -2.521, -0.255], [1.309, -0.629, -0.589], [-1.947, -0.395, 1.087], [1.409, -2.087, 1.019], [1.445, 0.728, 0.103], [-0.362, 1.407, 1.160], [1.813, 0.565, 1.121], [0.673, -1.687, 0.319], [0.712, -0.520, -1.494], [-2.351, 0.351, 0.531], [2.301, -0.972, -0.885], [-3.311, 0.066, 0.358], [2.206, 1.325, -0.403], [0.389, 2.610, 0.144], [-1.733, 0.399, -0.763], [0.150, 1.550, 0.209], [-2.092, -0.238, -1.707], [-0.751, 1.312, -0.880]],
  "de_lowest_kcal_mol": 17.7,
  "energy_ev": -10948.49743,
  "gap_ev": 11.0,
  "smiles": "CCCCOC(N)=O",
  "lumo_energy_ev": 0.896
}


# 4
{
  "formula": "C12H15Br",
  "method": "wB97M-V/def2-TZVPD",
  "elements": ["C", "C", "H", "H", "H", "H", "C", "H", "C", "H", "C", "H", "H", "H", "C", "H", "C", "C", "C", "C", "C", "H", "H", "C", "H", "Br", "H", "H"],
  "positions_angstrom": [[-2.432, 1.834, -1.079], [-1.481, 2.080, 1.107], [1.226, 1.190, 2.412], [-0.361, -2.148, 1.111], [3.038, -0.741, 1.836], [2.959, -1.921, 0.303], [-0.633, 0.434, -0.420], [1.726, -2.222, 1.472], [-0.325, -1.896, 0.031], [1.923, -1.204, -1.845], [2.317, -1.345, 1.077], [0.139, -2.838, -0.287], [-1.347, 2.742, 1.981], [-1.434, 0.295, -2.404], [-0.512, 1.140, 0.782], [-1.349, -1.727, -0.342], [0.500, 0.651, 1.725], [-1.542, 0.792, -1.400], [1.437, -0.297, 0.494], [0.860, -0.997, -1.903], [-2.353, 2.482, 0.135], [0.717, -0.065, -2.480], [-0.010, -0.181, 2.258], [0.346, -0.715, -0.476], [-3.211, 2.235, -1.772], [2.652, 1.101, -0.321], [0.336, -1.868, -2.314], [-3.187, 3.186, 0.318]],
  "energy_ev": -82728.41107,
  "gap_ev": 9.6,
  "smiles": "CC1(C)c2ccccc2C[C@]1(C)Br",
  "lumo_energy_ev": 0.722
}


# 5
{
  "formula": "C13H26Cl8F3NO6P4S",
  "method": "wB97M-V/def2-TZVPD",
  "elements": ["F", "C", "H", "C", "P", "H", "H", "O", "H", "N", "H", "C", "H", "H", "H", "O", "C", "H", "P", "O", "S", "C", "F", "Cl", "H", "H", "P", "P", "C", "H", "O", "Cl", "H", "Cl", "H", "Cl", "H", "C", "H", "Cl", "Cl", "H", "C", "H", "C", "H", "F", "C", "C", "H", "O", "Cl", "H", "O", "H", "C", "Cl", "H", "C", "H", "H", "H"],
  "positions_angstrom": [[1.432, 3.355, -1.776], [-5.670, -1.027, 1.624], [-4.343, 2.275, 2.191], [0.078, 3.075, 0.695], [-1.534, 1.483, 2.550], [6.945, -1.037, 1.592], [-0.213, 1.588, 5.493], [-2.152, 1.770, -1.352], [-5.486, 1.878, -0.878], [-2.422, 1.744, 4.155], [3.147, -6.123, -5.230], [6.540, -0.157, -5.040], [-2.842, -1.680, 2.880], [6.838, -0.668, -0.144], [6.432, -1.062, -4.450], [-3.853, 3.596, -1.135], [-3.201, -0.815, 2.292], [-6.014, -0.130, 1.069], [-0.039, 0.303, 3.733], [0.553, 1.268, 4.982], [-2.491, 4.437, 4.787], [-2.625, 2.911, 4.348], [1.179, 0.794, 0.544], [4.317, -1.937, -1.949], [-3.963, -1.106, 0.188], [-2.281, 0.871, -1.703], [-3.128, 2.717, 1.583], [-3.448, 2.315, -0.523], [-4.198, -1.385, 1.230], [-0.317, 3.645, 2.754], [-6.554, -2.123, 1.365], [4.894, -0.038, 1.021], [3.694, -0.941, -3.987], [7.921, 0.759, -4.433], [6.715, -0.410, -6.081], [5.042, 0.780, -4.926], [-2.009, -0.046, 0.554], [6.632, -0.303, 0.858], [0.790, 2.289, 2.576], [7.543, 1.190, 1.119], [2.620, -3.039, -4.062], [-1.139, -0.593, 5.434], [-0.165, 2.701, 2.189], [2.493, -7.030, -6.613], [2.283, -6.654, -5.617], [-7.310, -1.820, 0.847], [1.250, 1.107, -2.143], [-1.940, -0.103, 1.652], [1.161, 2.150, -1.315], [-4.176, -2.496, 1.252], [-0.899, -0.903, 4.545], [1.930, -8.021, -4.555], [0.795, 3.927, 0.703], [-4.725, 1.286, -0.752], [-3.734, -0.167, 3.010], [3.187, -1.568, -3.259], [0.919, -5.534, -5.706], [2.333, -1.041, -2.848], [0.823, 1.952, -0.049], [-5.711, -0.840, 2.718], [-0.805, 3.440, 0.145], [-1.101, -0.810, 1.851]],
  "energy_ev": -183998.62367,
  "gap_ev": 7.4,
  "smiles": "O=P(O)(O)PP(CCCCO)(CCC(F)=C(F)F)(N=C=S)P(O)O.ClCCl.ClCCl.ClCCl.ClCCl",
  "lumo_energy_ev": -0.404
}


# 6
{
  "formula": "C4H3O2P",
  "method": "wB97M-V/def2-TZVPD",
  "elements": ["P", "C", "C", "O", "H", "H", "O", "C", "C", "H"],
  "positions_angstrom": [[1.086, -1.752, 0.028], [-0.533, -1.391, 0.018], [1.473, 0.863, -0.006], [1.937, -0.373, 0.034], [-1.335, -2.213, -0.153], [-2.253, 0.119, 0.164], [2.070, 1.887, 0.000], [-1.142, -0.083, -0.037], [-0.421, 1.014, 0.005], [-0.882, 1.930, -0.054]],
  "de_lowest_kcal_mol": 42.9,
  "energy_ev": -17577.87266,
  "gap_ev": 8.7,
  "lumo_energy_ev": -0.409
}


# 7
{
  "formula": "C40H73F6I3N2O12PSi",
  "method": "wB97M-V/def2-TZVPD",
  "elements": ["H", "H", "H", "F", "Si", "C", "C", "H", "H", "H", "H", "H", "C", "O", "H", "O", "H", "O", "H", "H", "F", "H", "C", "H", "H", "N", "F", "H", "H", "H", "I", "O", "C", "H", "H", "H", "H", "H", "I", "H", "C", "C", "H", "H", "C", "H", "H", "C", "H", "F", "H", "H", "C", "C", "C", "C", "O", "H", "H", "H", "O", "H", "F", "I", "H", "C", "P", "C", "H", "O", "C", "C", "O", "H", "C", "H", "N", "C", "C", "C", "C", "H", "C", "C", "C", "H", "C", "H", "H", "C", "H", "O", "C", "H", "H", "C", "H", "H", "H", "H", "H", "H", "C", "C", "H", "C", "C", "H", "H", "H", "H", "H", "C", "C", "C", "H", "C", "O", "C", "H", "H", "O", "H", "H", "H", "C", "H", "H", "H", "F", "C", "H", "H", "H", "O", "H", "H", "H"],
  "positions_angstrom": [[0.132, 6.332, 4.122], [-0.031, 2.989, -7.767], [-4.772, -7.447, 2.718], [3.073, 6.477, 0.347], [5.314, -2.047, -0.908], [1.814, 1.031, 1.369], [-3.566, 0.911, 0.100], [0.066, -0.154, -3.793], [4.590, -4.603, -0.859], [-8.616, 2.399, 3.771], [-9.177, 2.907, 2.161], [-0.342, 6.330, -2.183], [-1.755, -4.507, -0.054], [-0.606, -3.372, 2.025], [-5.586, 2.332, -1.310], [-1.560, 6.331, 6.190], [-0.606, 8.112, 6.511], [-7.217, 1.707, 0.800], [-4.524, -7.142, 4.454], [-1.364, 5.467, 5.788], [4.103, 3.708, -0.545], [-6.644, 1.265, 2.713], [4.859, -1.752, -2.813], [-2.502, -5.158, 0.612], [-2.330, -4.294, -1.052], [4.499, 0.492, 0.667], [4.900, 5.036, 1.394], [8.522, 1.161, 0.393], [-3.518, 0.658, 2.475], [0.836, 7.929, 4.466], [2.473, -4.712, 1.326], [-0.326, 6.666, -1.222], [-4.784, 3.135, -1.015], [-5.303, 4.122, -0.585], [-5.720, -6.205, 3.526], [-1.316, 4.109, -8.200], [7.483, -0.683, -1.602], [-4.600, 1.742, -3.222], [6.769, -0.407, 2.361], [-9.144, 1.196, 2.570], [-7.197, 2.044, 2.179], [-0.299, -0.614, 0.701], [-2.683, -6.117, 3.093], [7.602, -2.530, -1.782], [0.846, -8.331, 1.791], [-2.870, 3.073, 0.216], [1.814, -10.160, 2.417], [6.553, 2.258, 1.176], [-2.833, 2.169, -8.723], [1.794, 5.424, 2.029], [-2.109, -1.413, -0.420], [6.389, 2.540, 2.325], [5.392, -3.887, -0.403], [-3.702, 2.500, -3.113], [-8.613, 2.144, 2.707], [3.793, 4.150, 0.867], [0.758, -2.064, -4.086], [1.772, -7.763, 1.660], [-2.525, -2.901, 1.310], [-3.529, 2.937, -4.210], [-0.165, -7.453, 2.264], [5.362, -3.903, 0.792], [1.205, 3.340, -0.714], [-2.131, 3.223, 3.337], [-1.164, -0.072, -5.984], [-0.913, 3.112, -8.404], [1.841, -3.102, -0.541], [-1.364, 0.436, 1.463], [-2.703, 3.004, -6.583], [-0.880, 4.988, 0.548], [-0.400, 7.139, 6.054], [3.684, 2.909, 1.932], [-2.329, 2.119, -6.735], [0.536, -8.714, 0.814], [-0.399, -0.831, -5.795], [-0.886, 7.765, 4.046], [-0.562, -5.377, -0.324], [1.041, -9.471, 2.769], [2.495, 5.131, 0.739], [1.340, -0.387, 0.678], [4.108, -0.875, 0.008], [1.330, -9.091, 3.754], [-4.730, -6.671, 3.488], [-0.861, 1.795, 2.233], [-3.668, -5.644, 3.152], [-6.665, 2.992, 2.302], [-3.004, 0.226, 1.520], [1.590, -1.738, -4.471], [-0.601, 3.066, -9.452], [3.443, 1.391, 1.275], [7.820, -1.868, -0.057], [-3.950, -5.050, 1.893], [-0.027, 5.508, -0.337], [-2.660, 0.833, -0.673], [-0.635, -5.906, -1.226], [-1.039, -1.830, -0.062], [0.544, -0.500, -6.241], [0.124, -7.112, 3.127], [-2.690, 1.949, -2.817], [-0.621, -2.101, -1.150], [-4.399, 2.790, 1.287], [2.095, -3.130, -2.798], [2.493, -1.358, 0.053], [7.189, -1.690, -1.032], [8.699, 1.976, 2.182], [-3.919, 2.503, 0.233], [1.468, 4.778, -0.506], [6.376, 3.184, 0.456], [-4.458, 0.324, -0.373], [-7.703, 2.408, 0.334], [-3.342, -0.902, 1.447], [-3.628, -4.857, 3.911], [-0.233, -1.072, -4.309], [0.751, 2.074, 2.134], [8.221, 2.059, 1.100], [0.107, -10.026, 2.904], [-0.053, 7.305, 4.589], [-3.938, 3.584, -2.144], [-1.943, 2.045, -8.099], [5.471, -0.869, -3.276], [8.708, 3.022, 0.614], [2.535, -3.648, -2.049], [4.941, -2.759, -3.431], [1.090, 3.074, 2.679], [0.423, 6.668, 6.601], [5.937, 0.855, 0.696], [6.426, -4.438, -0.645], [-0.686, -1.756, -6.305], [6.505, 0.748, -0.325], [1.988, 5.291, -1.830], [-1.450, -3.142, 0.842], [-0.624, -4.351, 2.308], [-1.529, 1.049, -8.284], [3.715, -1.442, -2.852], [3.798, 3.037, 3.260], [-0.333, -6.035, 0.452], [-1.172, -1.423, -3.871], [-4.822, -4.625, 1.958]],
  "de_lowest_kcal_mol": 561.8,
  "energy_ev": -127954.75748,
  "gap_ev": 5.6,
  "total_charge": 1,
  "lumo_energy_ev": -4.707
}